No. 1
This record from the Open Molecules 2025 dataset describes a molecular structure, C2H4NOS at a distorted geometry. The level of theory is the ωB97M-V functional and the def2-TZVPD basis.

The geometry in XYZ format:
```
9
Properties=species:S:1:pos:R:3
C 0.25 0.55 -0.03
C 0.57 -0.93 -0.04
N -1.19 0.59 -0.40
O -1.87 1.47 0.24
S -1.19 -1.39 0.03
H 0.18 0.97 0.95
H 0.96 1.14 -0.56
H 1.07 -1.25 -1.00
H 1.21 -1.16 0.79
```

Energy: -606.69747 Ha
E_LUMO (alpha / beta): 0.151 / 0.151 hartree
HOMO level (alpha / beta): -0.06526 / -0.06514 hartree
ΔE to the lowest compared entry with this formula, charge and spin: 24.8 kcal/mol
Gap between HOMO and LUMO (alpha / beta): 5.87 / 5.87 eV
Total charge: -1

***

No. 2
This record from the Open Molecules 2025 dataset describes 2 unconnected molecules or ions with the total composition C34H40BN3O5 at a distorted geometry. The level of theory is the ωB97M-V functional and the def2-TZVPD basis.

The geometry in XYZ format:
```
83
Properties=species:S:1:pos:R:3
C 9.33 1.62 -0.53
C 8.24 2.57 -0.62
C 8.22 3.95 -0.60
C 6.86 4.34 -0.68
C 6.12 3.16 -0.75
B 4.54 2.88 -0.67
O 4.38 2.15 0.61
C 3.01 1.96 0.78
C 2.27 2.58 -0.45
C 0.80 2.41 -0.35
C 2.79 1.92 -1.78
O 4.17 2.10 -1.87
C 2.60 4.11 -0.52
O 3.98 4.24 -0.64
O 6.96 2.08 -0.71
H 10.26 2.18 -0.50
H 9.26 1.02 0.40
H 9.36 0.94 -1.39
H 9.09 4.60 -0.51
H 6.43 5.34 -0.70
H 2.76 0.89 0.84
H 2.65 2.48 1.70
H 0.42 2.83 -1.29
H 0.56 1.34 -0.28
H 0.41 2.97 0.51
H 2.54 0.84 -1.78
H 2.30 2.42 -2.64
H 2.10 4.55 -1.41
H 2.23 4.61 0.40
C -5.54 -3.69 0.11
N -4.50 -2.75 0.46
C -3.68 -3.00 1.53
O -3.73 -4.01 2.23
C -2.73 -1.81 1.63
C -1.26 -2.23 1.89
C -1.09 -3.01 3.14
C -1.27 -2.60 4.45
N -1.07 -3.68 5.29
C -0.73 -4.80 4.54
C -0.50 -6.11 4.93
C -0.26 -7.06 3.93
C -0.27 -6.69 2.57
C -0.49 -5.36 2.18
C -0.73 -4.41 3.17
N -2.93 -1.13 0.36
C -2.22 -0.01 0.09
C -2.23 0.67 -1.12
C -1.60 1.91 -1.34
C -1.84 2.71 -2.52
C -1.42 4.06 -2.65
C -1.85 4.84 -3.74
C -2.74 4.32 -4.69
C -3.17 2.99 -4.56
C -2.67 2.18 -3.55
C -4.07 -1.66 -0.42
C -3.65 -2.23 -1.79
C -5.23 -0.68 -0.62
H -5.62 -4.42 0.92
H -6.50 -3.18 -0.02
H -5.29 -4.22 -0.82
H -3.07 -1.18 2.47
H -0.92 -2.84 1.04
H -0.65 -1.32 1.92
H -1.56 -1.62 4.81
H -1.14 -3.65 6.31
H -0.51 -6.36 5.99
H -0.07 -8.10 4.19
H -0.10 -7.45 1.80
H -0.51 -5.04 1.13
H -1.54 0.31 0.88
H -2.84 0.21 -1.89
H -1.32 2.44 -0.42
H -0.77 4.51 -1.89
H -1.50 5.87 -3.83
H -3.12 4.95 -5.49
H -3.91 2.58 -5.25
H -2.96 1.13 -3.53
H -2.93 -3.05 -1.65
H -4.55 -2.60 -2.30
H -3.19 -1.46 -2.42
H -5.73 -0.48 0.33
H -4.89 0.26 -1.07
H -5.95 -1.15 -1.30
```

Energy: -1884.85668 Ha
E_LUMO: -0.112 hartree
HOMO level: -0.19796 hartree
ΔE to the lowest compared entry with this formula, charge and spin: 0.0 kcal/mol
Gap between HOMO and LUMO: 2.35 eV

***

No. 3
This record from the Open Molecules 2025 dataset describes a molecular structure, C3H7NO2S at a distorted geometry. The level of theory is the ωB97M-V functional and the def2-TZVPD basis.

The geometry in XYZ format:
```
14
Properties=species:S:1:pos:R:3
C -1.08 0.65 -0.79
C 0.56 -1.12 -0.32
C 0.37 0.34 -0.55
N -2.02 -0.93 -1.04
O -3.63 0.60 0.18
O -1.77 -0.47 1.58
S -2.32 0.01 0.34
H -1.57 1.24 -1.62
H 1.09 -1.75 -1.03
H -0.37 -1.59 -0.02
H 1.26 -1.37 0.56
H 0.95 0.70 -1.41
H 0.55 0.98 0.34
H -2.72 -0.60 -1.58
```

Energy: -721.80282 Ha
E_LUMO: 0.019 hartree
HOMO level: -0.38731 hartree
ΔE to the lowest compared entry with this formula, charge and spin: 100.3 kcal/mol
Gap between HOMO and LUMO: 11.05 eV

***

No. 4
This record from the Open Molecules 2025 dataset describes a gas-phase ion, C5H7BrNOS (charge +1) at a distorted geometry. The level of theory is the ωB97M-V functional and the def2-TZVPD basis.

The geometry in XYZ format:
```
16
Properties=species:S:1:pos:R:3
C -0.92 -2.13 0.82
C -0.94 -1.73 -0.53
C -0.61 -0.59 -1.08
C 0.84 1.15 2.07
C 0.31 1.30 -2.15
N 0.14 0.10 1.41
O -0.77 0.48 -1.68
S -0.28 -1.23 2.08
Br -1.27 -3.10 -1.86
H -1.28 -3.11 1.09
H 0.74 1.12 3.16
H 1.90 1.10 1.82
H 0.46 2.10 1.69
H -0.02 2.33 -2.02
H 0.45 1.10 -3.22
H 1.24 1.11 -1.61
```

Energy: -3296.48868 Ha
E_LUMO (alpha / beta): -0.192 / -0.192 hartree
HOMO level (alpha / beta): -0.46386 / -0.46391 hartree
ΔE to the lowest compared entry with this formula, charge and spin: 119.3 kcal/mol
Gap between HOMO and LUMO (alpha / beta): 7.41 / 7.41 eV
Total charge: +1

***

No. 5
This record from the Open Molecules 2025 dataset describes a molecular structure, C4H10Cl4MgO2 at a distorted geometry. The level of theory is the ωB97M-V functional and the def2-TZVPD basis.

The geometry in XYZ format:
```
21
Properties=species:S:1:pos:R:3
Mg -1.61 -0.12 22.33
Cl -1.85 -0.21 24.67
Cl -0.32 1.77 21.83
Cl -0.45 -2.12 21.61
Cl -3.75 0.11 21.25
C -1.50 0.41 18.48
O -0.37 0.34 17.62
C 0.55 1.31 18.03
C 1.71 1.37 17.00
O 1.21 1.49 15.68
C 1.13 2.85 15.27
H -2.30 -0.26 18.18
H -1.92 1.42 18.55
H -1.20 0.13 19.49
H 1.01 1.04 18.99
H 0.15 2.31 18.20
H 2.27 0.43 17.06
H 2.45 2.11 17.32
H 0.86 2.83 14.20
H 2.11 3.33 15.20
H 0.32 3.32 15.82
```

Energy: -2350.02337 Ha
E_LUMO: 0.169 hartree
HOMO level: -0.09342 hartree
ΔE to the lowest compared entry with this formula, charge and spin: 0.0 kcal/mol
Gap between HOMO and LUMO: 7.13 eV
Total charge: -2

***

No. 6
This record from the Open Molecules 2025 dataset describes a molecular structure, C20H46O2OsP4 at a distorted geometry. The level of theory is the ωB97M-V functional and the def2-TZVPD basis.

The geometry in XYZ format:
```
73
Properties=species:S:1:pos:R:3
Os -0.81 -0.36 0.37
P -2.92 -1.37 0.56
P 0.06 -1.23 -1.59
P -1.53 1.69 -0.31
H 1.16 0.05 2.26
C 0.30 0.65 1.95
C -1.03 0.27 2.43
H -1.13 -0.64 3.04
C -3.07 -2.93 1.52
C -3.74 -1.82 -1.02
C -4.22 -0.37 1.40
C 1.80 -0.65 -1.63
C 0.11 -3.06 -1.69
C -0.74 -0.71 -3.17
C -2.11 2.85 1.00
C -2.90 1.72 -1.54
C -0.15 2.59 -1.13
H 0.51 1.73 1.85
H -1.70 1.09 2.71
H -2.72 -2.77 2.55
H -2.45 -3.70 1.04
H -4.13 -3.24 1.54
H -3.14 -2.56 -1.55
H -3.89 -0.93 -1.66
H -4.73 -2.26 -0.77
H -3.92 -0.17 2.44
H -5.16 -0.95 1.40
H -4.40 0.59 0.89
H 2.30 -1.03 -2.54
H 2.34 -1.02 -0.74
H 1.85 0.45 -1.64
H 0.52 -3.37 -2.67
H -0.92 -3.46 -1.59
H 0.74 -3.46 -0.87
H -0.21 -1.20 -4.01
H -0.69 0.38 -3.29
H -1.79 -1.05 -3.16
H -2.39 3.84 0.61
H -1.34 3.01 1.76
H -3.00 2.44 1.51
H -3.07 2.74 -1.91
H -3.84 1.37 -1.09
H -2.65 1.08 -2.39
H -0.41 3.63 -1.33
H 0.12 2.13 -2.09
H 0.74 2.57 -0.49
C 3.39 3.48 -2.45
C 4.72 3.82 -2.84
C 5.40 4.80 -2.07
C 4.75 5.46 -1.02
C 3.38 5.25 -0.82
C 2.68 4.35 -1.63
O 2.79 2.23 -2.66
H 3.25 1.74 -3.36
H 5.24 3.34 -3.68
H 6.45 5.04 -2.27
H 5.30 6.16 -0.37
H 2.84 5.78 -0.02
H 1.60 4.26 -1.55
C 2.54 -2.76 1.97
P 0.85 -3.21 2.36
C 0.74 -5.01 2.30
C 0.48 -2.72 4.05
O -0.09 -2.51 1.37
H 2.63 -1.67 2.06
H 2.76 -3.09 0.94
H 3.24 -3.24 2.67
H 1.45 -5.46 3.00
H -0.26 -5.33 2.59
H 1.00 -5.36 1.29
H -0.57 -2.93 4.27
H 1.11 -3.30 4.74
H 0.72 -1.65 4.17
```

Energy: -2394.72586 Ha
E_LUMO (alpha / beta): -0.434 / -0.551 hartree
HOMO level (alpha / beta): -0.73159 / -0.75631 hartree
Gap between HOMO and LUMO (alpha / beta): 8.11 / 5.59 eV
Total charge: +4
⟨S²⟩: 6.03
Spin multiplicity: 5

***

No. 7
This record from the Open Molecules 2025 dataset describes 2 unconnected molecules or ions with the total composition C8H11NO2S at a distorted geometry. The level of theory is the ωB97M-V functional and the def2-TZVPD basis.

The geometry in XYZ format:
```
23
Properties=species:S:1:pos:R:3
C 1.28 0.62 -3.05
C 0.27 1.32 -2.38
C 2.19 -0.12 -2.25
C 0.17 1.22 -1.05
C 1.88 -0.38 -0.94
C 0.85 0.31 -0.24
C -1.27 -1.85 1.31
C 0.55 0.17 1.06
N -0.07 0.96 1.91
O -1.37 -0.83 3.61
O -2.71 0.19 1.66
S -2.26 -1.31 2.55
H 1.25 0.75 -4.19
H -0.45 1.88 -2.96
H 2.99 -0.57 -2.77
H -0.64 1.70 -0.47
H 2.55 -0.88 -0.22
H -0.79 -2.78 1.49
H -1.83 -1.98 0.45
H 1.01 -0.77 1.46
H -0.44 0.51 2.73
H -2.48 0.09 0.77
H -0.70 1.76 1.51
```

Energy: -914.69681 Ha
E_LUMO (alpha / beta): -0.042 / -0.042 hartree
HOMO level (alpha / beta): -0.25955 / -0.25974 hartree
ΔE to the lowest compared entry with this formula, charge and spin: 109.8 kcal/mol
Gap between HOMO and LUMO (alpha / beta): 5.92 / 5.93 eV

***

No. 8
This record from the Open Molecules 2025 dataset describes 2 unconnected molecules or ions with the total composition C13H12Cl3N3O3. The level of theory is the ωB97M-V functional and the def2-TZVPD basis.

The geometry in XYZ format:
```
34
Properties=species:S:1:pos:R:3
C 1.48 -2.68 -1.31
C 0.96 -1.70 -0.88
C 0.32 -0.48 -0.35
C 0.32 -0.58 1.11
N 0.23 -0.70 2.24
C -1.14 -0.47 -0.90
C -2.22 0.20 -0.04
C -2.48 1.68 -0.21
O -2.92 2.35 0.67
O -2.24 2.23 -1.43
C 1.21 0.75 -0.76
C 0.69 1.97 -0.14
N 0.29 2.92 0.36
C 2.66 0.57 -0.29
C 3.53 1.79 -0.56
N 1.19 0.81 -2.25
C 0.92 1.86 -2.82
O 0.71 2.81 -3.44
H 1.72 -3.61 -1.78
H -1.41 -1.51 -1.03
H -1.11 -0.05 -1.90
H -2.08 0.03 1.02
H -3.17 -0.27 -0.30
H -2.18 1.55 -2.11
H 3.08 -0.28 -0.81
H 2.65 0.39 0.78
H 3.46 2.13 -1.59
H 4.57 1.52 -0.39
H 3.29 2.62 0.10
Cl -3.18 -4.48 4.71
C -2.41 -3.12 3.89
Cl -1.26 -3.67 2.68
Cl -3.62 -2.06 3.15
H -1.87 -2.54 4.62
```

Energy: -2273.05208 Ha
E_LUMO: 0.007 hartree
HOMO level: -0.38571 hartree
ΔE to the lowest compared entry with this formula, charge and spin: 0.0 kcal/mol
Gap between HOMO and LUMO: 10.70 eV
SMILES: C#C[C@](C#N)(CCC(=O)O)[C@@](C#N)(CC)N=C=O.ClC(Cl)Cl

***

No. 9
This record from the Open Molecules 2025 dataset describes C4H6O2S in the gas phase at a distorted geometry. The level of theory is the ωB97M-V functional and the def2-TZVPD basis.

The geometry in XYZ format:
```
13
Properties=species:S:1:pos:R:3
C 0.82 -1.23 -0.71
C -0.48 -1.57 -0.67
S -1.88 -0.49 -0.44
C -1.22 0.85 0.58
O -0.21 1.65 0.03
C 1.00 1.01 0.16
O 1.28 0.05 -0.85
H 1.58 -2.02 -0.72
H -0.78 -2.61 -0.78
H -0.96 0.53 1.60
H -2.04 1.52 0.64
H 1.10 0.54 1.17
H 1.79 1.78 -0.01
```

Energy: -704.62564 Ha
E_LUMO: 0.033 hartree
HOMO level: -0.31538 hartree
ΔE to the lowest compared entry with this formula, charge and spin: 33.8 kcal/mol
Gap between HOMO and LUMO: 9.47 eV
SMILES: C1=CSCOCO1

***

No. 10
This record from the Open Molecules 2025 dataset describes a molecular structure, C51H42KN7O5P2 at a distorted geometry. The level of theory is the ωB97M-V functional and the def2-TZVPD basis.

The geometry in XYZ format:
```
108
Properties=species:S:1:pos:R:3
K -0.18 -0.13 0.44
C -1.94 -1.34 -2.51
P -2.87 -1.01 -0.91
C -4.51 -0.80 -1.75
C -5.15 -1.78 -2.50
C -6.36 -1.51 -3.13
C -6.94 -0.25 -3.03
C -6.30 0.74 -2.30
C -5.09 0.47 -1.67
C -3.00 -2.75 -0.32
C -4.18 -3.32 0.15
C -4.18 -4.58 0.73
C -3.00 -5.29 0.86
C -1.81 -4.73 0.42
C -1.81 -3.47 -0.16
C -1.46 -0.01 -3.00
C -1.20 0.49 -4.28
C -0.75 1.82 -4.10
C -0.77 2.04 -2.72
C -0.37 3.17 -1.82
P -1.24 2.82 -0.23
C -2.84 3.72 -0.46
C -3.80 3.55 0.54
C -5.01 4.22 0.50
C -5.31 5.06 -0.57
C -4.38 5.20 -1.60
C -3.17 4.53 -1.55
C -0.48 4.12 0.86
C -0.83 4.10 2.21
C -0.20 4.92 3.13
C 0.81 5.78 2.72
C 1.16 5.82 1.38
C 0.51 5.00 0.46
N -1.19 0.93 -2.07
H -1.09 -1.97 -2.22
H -2.54 -1.88 -3.25
H -4.71 -2.76 -2.59
H -6.85 -2.29 -3.71
H -7.88 -0.05 -3.52
H -6.73 1.73 -2.23
H -4.58 1.24 -1.10
H -5.11 -2.77 0.09
H -5.11 -5.01 1.09
H -3.00 -6.27 1.33
H -0.87 -5.26 0.54
H -0.87 -3.04 -0.47
H -1.36 -0.02 -5.23
H -0.49 2.54 -4.87
H 0.69 3.08 -1.58
H -0.54 4.16 -2.24
H -3.60 2.87 1.36
H -5.74 4.08 1.29
H -6.25 5.60 -0.61
H -4.61 5.83 -2.45
H -2.49 4.64 -2.38
H -1.59 3.40 2.55
H -0.48 4.88 4.18
H 1.33 6.40 3.44
H 1.94 6.49 1.04
H 0.81 5.06 -0.59
O 0.25 -5.22 4.91
C 0.26 -4.16 4.04
C -0.87 -3.39 3.82
C -0.80 -2.35 2.91
N 0.32 -2.06 2.24
C 1.41 -2.79 2.47
C 1.43 -3.86 3.36
C 2.74 -2.39 1.79
O 3.17 -3.21 0.95
O 3.20 -1.29 2.15
C -2.05 -1.48 2.69
O -2.92 -1.56 3.57
O -2.06 -0.78 1.65
H -0.65 -5.30 5.26
H -1.80 -3.58 4.33
H 2.33 -4.44 3.51
C 3.79 2.05 -4.47
C 2.73 1.20 -4.15
C 2.28 1.11 -2.85
C 2.88 1.87 -1.85
C 3.94 2.73 -2.17
C 4.39 2.81 -3.47
N 2.36 1.69 -0.56
N 2.96 2.30 0.35
C 2.47 2.06 1.64
C 3.32 2.35 2.70
C 2.90 2.07 3.98
C 1.64 1.54 4.18
C 0.84 1.33 3.06
N 1.24 1.59 1.83
H 4.14 2.12 -5.49
H 2.26 0.62 -4.93
H 1.47 0.45 -2.56
H 4.39 3.31 -1.37
H 5.23 3.45 -3.71
H 4.31 2.75 2.49
H 3.56 2.25 4.83
H 1.28 1.29 5.16
H -0.16 0.93 3.16
N 1.02 -2.07 -3.51
C 1.77 -2.96 -4.19
C 2.48 -3.67 -3.25
C 2.09 -3.12 -2.01
N 1.21 -2.15 -2.19
H 0.38 -1.37 -3.86
H 1.74 -3.03 -5.27
H 3.19 -4.46 -3.43
H 2.44 -3.36 -1.01
```

Energy: -4010.90627 Ha
E_LUMO: 0.135 hartree
HOMO level: -0.07945 hartree
ΔE to the lowest compared entry with this formula, charge and spin: 18.8 kcal/mol
Gap between HOMO and LUMO: 5.84 eV
Total charge: -2

***

No. 11
This record from the Open Molecules 2025 dataset describes a molecular structure, C4H11N3O at a distorted geometry. The level of theory is the ωB97M-V functional and the def2-TZVPD basis.

The geometry in XYZ format:
```
19
Properties=species:S:1:pos:R:3
C 1.45 0.72 -0.33
C -0.79 0.17 -1.15
C -0.49 -1.41 1.01
N 0.06 1.20 -0.69
C 1.45 -0.20 0.81
N -2.17 0.41 -1.16
O -0.55 1.90 0.41
N 2.36 -0.76 1.46
H -0.53 1.28 1.16
H -2.45 1.31 -0.80
H -2.65 0.16 -2.01
H 3.32 -0.62 1.11
H 1.84 0.27 -1.25
H 2.02 1.63 -0.11
H -0.39 -0.30 -2.05
H -0.58 -0.76 -0.17
H 0.17 -2.27 0.93
H -1.54 -1.67 0.81
H -0.52 -1.06 2.03
```

Energy: -398.25249 Ha
E_LUMO (alpha / beta): 0.012 / 0.010 hartree
HOMO level (alpha / beta): -0.25592 / -0.23965 hartree
ΔE to the lowest compared entry with this formula, charge and spin: 189.3 kcal/mol
Gap between HOMO and LUMO (alpha / beta): 7.29 / 6.80 eV

***

No. 12
This record from the Open Molecules 2025 dataset describes a molecular structure, C15H20As2NOPdS at a distorted geometry. The level of theory is the ωB97M-V functional and the def2-TZVPD basis.

The geometry in XYZ format:
```
41
Properties=species:S:1:pos:R:3
Pd -0.67 -0.70 -0.98
O -2.12 0.98 -0.70
N -3.32 0.63 -1.06
C -4.18 1.61 -1.40
C -5.52 1.48 -1.16
C -6.02 0.31 -0.59
C -5.15 -0.71 -0.30
C -3.78 -0.56 -0.55
S -2.68 -1.83 -0.27
H -3.71 2.50 -1.79
H -6.19 2.29 -1.42
H -7.08 0.19 -0.42
H -5.50 -1.66 0.09
C 1.02 -3.55 0.89
As 0.68 -1.66 0.76
C -0.13 -1.19 2.44
C 2.37 -0.76 0.81
C 3.48 -1.40 1.36
C 4.68 -0.71 1.48
C 4.78 0.59 1.02
C 3.69 1.22 0.45
C 2.49 0.53 0.31
As 0.98 1.32 -0.58
C 1.38 3.19 -0.83
C 1.28 0.72 -2.43
H 1.40 -3.77 1.89
H 1.74 -3.86 0.13
H 0.09 -4.08 0.73
H 0.58 -1.40 3.24
H -1.04 -1.78 2.59
H -0.39 -0.14 2.43
H 3.40 -2.41 1.74
H 5.53 -1.20 1.93
H 5.72 1.13 1.10
H 3.79 2.24 0.08
H 2.22 3.26 -1.52
H 1.62 3.65 0.13
H 0.51 3.68 -1.25
H 2.29 0.98 -2.72
H 0.57 1.22 -3.09
H 1.18 -0.36 -2.53
```

Energy: -5710.50602 Ha
E_LUMO (alpha / beta): -0.309 / -0.352 hartree
HOMO level (alpha / beta): -0.55381 / -0.55150 hartree
Gap between HOMO and LUMO (alpha / beta): 6.66 / 5.44 eV
Total charge: +2
⟨S²⟩: 0.83
Spin multiplicity: 2